(1)
# C18H23NO

The molecule C18H23NO (wB97M-V/def2-TZVPD, the OMol25 dataset).

Results
F_max = 0.6 eV/Å
Relative energy (zero: lowest compared OMol25 entry of this formula, charge and spin) = 57.5 kJ/mol
Multiplicity = 1

The geometry in XYZ format:
```
43
Properties=species:S:1:pos:R:3:forces:R:3:lowdin_charge:R:1
C -2.6380 -2.7796 -1.0647 -0.2 0.0 0.1 -0.08
C -1.3370 -2.5250 -1.5211 0.2 0.1 -0.1 -0.08
C -0.8682 -1.2417 -1.5872 0.1 -0.1 -0.1 -0.03
C -1.6781 -0.1583 -1.1921 -0.1 0.0 0.0 -0.10
C -1.2003 1.1865 -1.2175 -0.2 0.2 0.1 -0.21
O 0.0970 1.3345 -1.5963 -0.3 -0.3 -0.1 -0.07
C 0.7608 2.5570 -1.3474 0.4 0.5 -0.1 -0.20
C 2.2660 2.3013 -1.2542 -0.4 0.0 0.3 -0.16
C 2.6874 1.6753 0.0774 -0.1 -0.2 -0.3 -0.17
C 2.3102 0.1949 0.1839 0.0 0.2 0.2 -0.20
N 2.4275 -0.2710 1.5605 0.4 0.1 -0.1 -0.17
C 2.5515 -1.7142 1.6754 0.0 -0.2 0.1 -0.19
C 1.1238 -2.2891 1.5791 0.1 0.0 0.0 -0.16
C 0.2423 -1.1484 2.1077 0.0 0.1 0.0 -0.15
C 1.2354 0.0140 2.3462 -0.1 0.0 0.2 -0.18
C -2.0376 2.2153 -0.8589 0.6 0.0 -0.2 -0.02
C -3.3495 1.9499 -0.4394 -0.3 -0.3 0.1 -0.08
C -3.8230 0.6721 -0.3712 -0.1 0.3 0.1 -0.05
C -3.0004 -0.4107 -0.7482 0.3 0.1 -0.1 -0.17
C -3.4515 -1.7458 -0.6937 0.0 -0.2 0.0 -0.03
H -2.9933 -3.7986 -1.0149 -0.1 -0.1 0.0 0.10
H -0.7091 -3.3505 -1.8238 0.1 0.0 0.0 0.10
H 0.1272 -1.0354 -1.9493 0.1 0.0 0.0 0.11
H 0.5470 3.2605 -2.1650 -0.1 -0.1 0.1 0.13
H 0.4078 2.9980 -0.4066 0.0 0.0 -0.1 0.12
H 2.5609 1.6525 -2.0802 0.1 0.1 -0.1 0.12
H 2.7729 3.2603 -1.3752 0.0 0.0 -0.1 0.11
H 2.2233 2.2275 0.8967 0.0 0.0 0.1 0.10
H 3.7676 1.7708 0.1979 0.0 0.0 0.1 0.11
H 2.9988 -0.3849 -0.4358 -0.1 0.0 0.0 0.13
H 1.2982 0.0446 -0.2061 0.0 -0.1 -0.1 0.10
H 2.9720 -1.9285 2.6628 0.0 -0.1 0.0 0.11
H 3.2264 -2.1137 0.9194 0.1 0.0 0.0 0.11
H 0.8763 -2.5176 0.5424 0.0 0.0 0.0 0.09
H 1.0200 -3.2014 2.1632 0.0 -0.1 0.0 0.10
H -0.2675 -1.4183 3.0308 -0.1 0.0 0.0 0.10
H -0.5156 -0.8679 1.3759 -0.1 0.0 0.0 0.09
H 1.5323 0.0444 3.3985 -0.1 0.1 0.0 0.11
H 0.8116 0.9815 2.0818 0.0 0.1 0.0 0.11
H -1.7060 3.2413 -0.9008 0.1 0.0 0.0 0.10
H -3.9810 2.7820 -0.1641 -0.1 0.0 0.0 0.10
H -4.8292 0.4716 -0.0343 -0.1 0.0 0.0 0.11
H -4.4591 -1.9351 -0.3516 -0.1 0.0 0.0 0.11
```
Forces are in eV/Å.

---

(2)
# C3HNOS2

The molecule C3HNOS2 (wB97M-V/def2-TZVPD, the OMol25 dataset).

Results
F_max = 6.7 eV/Å
Relative energy (zero: lowest compared OMol25 entry of this formula, charge and spin) = 103.2 kJ/mol
Multiplicity = 1

The geometry in XYZ format:
```
8
Properties=species:S:1:pos:R:3:forces:R:3:lowdin_charge:R:1
O -2.8588 -0.2233 0.2986 3.1 0.5 -0.9 0.05
C -1.6875 0.0420 0.0148 -3.1 -2.6 0.9 -0.59
C -1.1218 1.3510 -0.1390 6.6 -1.4 0.1 -0.10
N 0.2058 1.4188 -0.1709 -1.9 -1.2 0.8 0.04
C 0.8966 0.0678 0.0135 -2.8 2.0 -1.6 -1.22
S 2.4596 -0.0079 0.1378 1.0 -0.2 0.3 0.76
S -0.3054 -1.1891 -0.1730 -0.8 0.3 0.6 0.97
H -1.5608 2.2408 0.0334 -2.2 2.7 -0.1 0.09
```
Forces are in eV/Å.

---

(3)
# C49H120ClN8O14

A cluster of 11 separate species, C49H120ClN8O14 in total (wB97M-V/def2-TZVPD, the OMol25 dataset).

Results
Total charge = -1
F_max = 4.6 eV/Å
Multiplicity = 1

The geometry in XYZ format:
```
192
Properties=species:S:1:pos:R:3:forces:R:3:lowdin_charge:R:1
Cl 0.0224 0.2614 -0.1306 2.8 0.4 -3.0 0.60
O -0.0108 -0.7066 -1.1883 0.5 -1.3 -0.5 -0.37
O -1.3149 0.4967 0.1881 -2.8 1.2 1.8 -0.34
O 0.8195 -0.1857 0.9567 0.0 -0.5 1.2 -0.34
O 0.6686 1.4533 -0.6795 -0.5 0.3 0.5 -0.38
C -4.4450 1.4782 1.1406 0.8 -0.4 -0.1 -0.15
O -3.6750 2.6621 0.8825 -0.9 -0.1 0.5 -0.12
H -4.0283 0.7538 1.8405 0.7 0.3 0.2 0.06
H -5.4073 1.7020 1.6009 -0.1 0.5 -0.5 0.08
H -4.5393 0.9039 0.2190 -0.4 0.2 -0.1 0.06
H -2.7299 2.5075 0.9500 0.1 -0.6 0.0 0.05
C 2.2446 1.8194 -4.3453 -0.6 0.9 0.8 -0.16
O 2.7246 1.1589 -3.1786 0.2 -0.5 -1.2 -0.12
H 2.2225 2.9000 -4.2040 0.9 0.2 -0.3 0.06
H 2.7659 1.5147 -5.2528 0.5 0.0 0.4 0.08
H 1.1893 1.6825 -4.5813 -0.4 -0.9 0.3 0.05
H 2.6035 1.6296 -2.3508 -0.4 0.3 -0.2 0.06
C 4.0458 0.3566 1.7637 0.5 0.0 -0.9 -0.03
C 4.3379 0.7675 0.2845 -0.7 0.0 0.3 -0.40
C 5.2740 1.9430 -0.0409 -0.4 2.0 0.7 -0.21
O 5.2917 2.1943 -1.4319 -0.4 0.1 -2.8 -0.22
C 5.6012 3.5024 -2.0010 0.5 -0.1 2.0 -0.07
N 4.7036 -0.3685 -0.5499 0.0 0.9 0.7 0.08
H 3.5829 -0.6302 1.7738 -0.5 0.3 -0.5 0.04
H 3.3399 1.0752 2.1801 0.3 -0.1 0.4 0.08
H 4.9018 0.1350 2.4009 0.4 0.9 0.0 0.04
H 3.3770 1.1376 -0.0731 -0.3 -0.1 -0.1 0.11
H 6.3086 1.8803 0.2964 0.2 -0.4 0.4 0.12
H 4.8182 2.8504 0.3553 0.1 0.2 0.9 0.11
H 4.8179 4.2582 -2.0597 -0.9 -0.5 0.4 0.08
H 6.0234 3.5356 -3.0053 0.0 -1.2 0.0 0.08
H 6.3364 3.9501 -1.3323 0.4 0.2 0.0 0.07
H 5.5836 -0.6272 -0.1270 0.5 -0.7 -0.3 0.07
H 4.9333 0.1708 -1.3723 0.3 -0.9 -1.0 0.05
C -1.4666 4.0620 -3.3795 -1.4 1.5 -0.9 -0.08
C -0.5197 4.8493 -2.5237 0.5 0.3 -0.6 -0.44
C -1.1131 4.9778 -1.1009 0.6 -1.8 -1.2 -0.22
O -0.3174 5.6326 -0.1857 1.5 0.9 1.4 -0.18
C 0.4893 4.8658 0.7786 -0.7 1.5 -0.8 -0.05
N 0.7595 4.2020 -2.7336 0.8 -0.6 1.4 0.06
H -1.1277 3.8534 -4.3943 0.7 -0.3 0.2 0.08
H -2.2571 4.7703 -3.6278 -1.0 -0.4 0.3 0.07
H -1.8092 3.1457 -2.8989 -0.1 0.1 0.0 0.09
H -0.2976 5.8503 -2.8935 -0.9 0.4 -0.1 0.13
H -1.2883 3.9579 -0.7585 -0.3 -0.3 0.1 0.11
H -2.0750 5.4603 -1.2741 -0.1 0.4 0.6 0.13
H 1.4367 4.5096 0.3740 -0.5 -1.1 -0.6 0.07
H -0.1934 4.2055 1.3133 0.6 -0.5 -0.2 0.09
H 0.9302 5.5816 1.4724 -0.8 0.5 0.3 0.07
H 0.5583 3.2956 -3.1312 0.2 -0.3 0.2 0.03
H 1.0875 4.0009 -1.7997 0.8 -0.3 0.1 0.05
C 1.2454 -1.7765 -4.3687 0.1 -0.4 0.2 -0.06
C 2.3121 -2.5657 -3.6712 0.5 -0.2 0.9 -0.43
C 3.4650 -2.9126 -4.6074 -2.1 0.4 2.1 -0.23
O 4.2552 -3.8429 -3.9087 0.8 -1.1 -1.8 -0.14
C 4.9259 -4.5356 -4.9595 1.9 -0.4 1.1 -0.14
N 2.8053 -1.8479 -2.4778 -0.3 -0.2 -1.2 0.07
H 0.7558 -2.3747 -5.1372 0.0 0.2 -0.3 0.07
H 1.7832 -0.9086 -4.7503 -0.7 0.4 -0.3 0.07
H 0.5227 -1.5233 -3.5930 -0.2 0.5 -0.3 0.07
H 1.9194 -3.5102 -3.2946 -0.1 -0.2 -0.1 0.13
H 3.9605 -1.9586 -4.7878 0.6 -0.1 -0.6 0.13
H 2.9858 -3.3787 -5.4683 0.4 0.2 -0.5 0.12
H 5.7023 -5.2219 -4.6215 -0.2 -0.2 1.1 0.07
H 5.5859 -3.8210 -5.4512 -0.5 0.2 -1.0 0.08
H 4.3259 -5.1976 -5.5838 -0.6 0.7 -0.3 0.09
H 3.1381 -0.9527 -2.8063 0.6 0.3 -0.2 0.04
H 1.9560 -1.5113 -2.0470 -0.3 -0.1 0.7 0.03
C -2.7566 -2.2418 -3.7025 0.9 -1.3 -0.7 -0.07
C -3.2593 -1.6975 -5.0293 1.4 0.5 -0.6 -0.38
C -2.0387 -1.2749 -5.9503 -0.3 0.0 3.0 -0.22
O -2.2665 -0.0698 -6.5896 0.0 1.1 -1.1 -0.17
C -1.0566 0.4663 -7.0886 0.2 -0.2 -1.8 -0.11
N -4.1140 -2.6591 -5.8233 0.3 1.3 0.8 0.05
H -1.9495 -2.9369 -3.9339 -0.4 -1.0 0.2 0.07
H -3.6168 -2.6840 -3.1998 0.4 -0.2 0.3 0.08
H -2.1747 -1.5736 -3.0677 -0.7 0.8 0.0 0.07
H -3.7488 -0.8121 -4.6236 -0.6 0.4 -1.3 0.10
H -1.7062 -2.0769 -6.6094 -0.2 -0.2 -0.3 0.13
H -1.2083 -1.0656 -5.2759 0.2 -0.5 0.3 0.09
H -0.3632 -0.2922 -7.4519 0.2 -0.6 0.7 0.08
H -0.4902 1.1704 -6.4790 -0.4 -0.1 0.6 0.08
H -1.2293 0.9164 -8.0662 -0.6 0.7 0.2 0.08
H -3.8371 -2.4661 -6.7753 0.1 -0.4 -0.4 0.05
H -5.0375 -2.2502 -5.8263 -0.5 -0.3 0.3 0.05
C 2.4663 -3.2132 2.5940 -0.6 -2.3 -0.4 -0.05
C 2.2995 -3.7999 1.1299 -1.5 0.3 1.3 -0.39
C 0.8501 -4.1946 0.7981 1.1 -1.0 1.0 -0.20
O 0.9059 -4.6307 -0.5414 0.5 1.0 0.4 -0.14
C -0.2507 -4.3308 -1.1928 -2.3 0.0 -1.6 -0.16
N 2.7154 -2.7560 0.2367 0.3 0.3 0.9 0.07
H 2.0770 -2.2110 2.7729 0.1 0.1 -0.6 0.06
H 3.5202 -3.3087 2.8552 0.0 0.3 0.2 0.07
H 1.8801 -3.8544 3.2523 0.2 -0.2 0.5 0.05
H 2.9366 -4.6701 0.9720 -0.1 -0.3 0.4 0.13
H 0.0729 -3.4576 1.0000 0.4 0.8 -0.5 0.11
H 0.5053 -5.0079 1.4367 0.1 -0.7 0.2 0.12
H -0.1484 -4.1054 -2.2543 0.7 -0.8 -0.3 0.07
H -0.8139 -3.4245 -0.9703 0.4 0.5 1.2 0.08
H -0.9648 -5.1405 -1.0421 -0.4 -0.3 -0.3 0.09
H 1.8749 -2.4302 -0.2189 0.2 0.4 -0.5 0.04
H 2.8574 -2.1311 1.0174 0.5 1.6 -1.6 0.00
C -0.9158 -4.3280 5.2118 -0.3 0.8 -0.3 -0.02
C -1.5629 -2.9231 5.1748 -0.4 0.4 -1.0 -0.47
C -1.3621 -2.1479 3.8241 -0.9 -0.8 -0.5 -0.11
C -2.2395 -2.6086 2.6308 -1.5 -0.8 1.1 -0.13
C -3.7648 -2.5530 3.0807 1.7 0.7 -0.1 -0.12
C -4.0881 -3.1285 4.4838 -1.3 0.2 0.0 -0.48
N -3.0110 -2.9972 5.4824 1.5 2.2 -3.8 -0.16
O -3.2317 -3.4268 6.7219 -1.0 -1.3 2.3 0.00
C -5.3180 -2.3362 5.0082 0.4 0.5 0.5 -0.03
C -4.5590 -4.5527 4.2255 1.1 -1.1 1.2 -0.05
C -0.8541 -1.9775 6.1580 -1.3 0.3 0.7 -0.04
H 0.1583 -4.1868 5.0911 0.1 -0.4 0.2 0.07
H -1.2906 -4.9827 4.4250 0.0 0.1 -0.2 0.07
H -1.1874 -4.7825 6.1645 0.3 0.0 0.1 0.08
H -1.6645 -1.1061 3.9308 0.1 0.2 0.6 0.12
H -0.2838 -2.1304 3.6657 0.0 -0.2 -0.5 0.10
H -2.1110 -3.6487 2.3311 0.7 0.0 -0.1 0.10
H -2.1704 -1.9567 1.7599 0.4 -0.1 0.0 0.10
H -4.3948 -3.0646 2.3531 0.2 -0.1 0.0 0.11
H -4.0664 -1.5108 2.9760 0.0 0.2 0.5 0.09
H -5.1767 -1.2699 4.8317 0.0 0.1 -0.1 0.07
H -6.2922 -2.6102 4.6034 0.2 -0.3 -0.3 0.08
H -5.3928 -2.4336 6.0912 -0.1 -0.3 0.1 0.07
H -5.2173 -4.5738 3.3570 0.1 -0.5 0.3 0.08
H -3.6757 -5.1901 4.1857 0.3 0.0 -1.3 0.07
H -4.9524 -5.0683 5.1015 -1.0 0.6 0.2 0.08
H -0.7443 -2.3659 7.1705 0.7 -0.4 -0.2 0.08
H -1.5558 -1.1632 6.3389 -0.1 0.4 -0.3 0.08
H 0.0276 -1.5063 5.7239 0.2 -0.5 0.3 0.08
H -3.5269 -2.6460 7.1961 0.0 0.1 0.4 0.10
C -6.6407 3.2220 -5.5942 0.4 -1.1 0.0 -0.05
C -6.0695 2.6176 -4.2744 -0.2 -1.1 -2.4 -0.49
C -5.5726 3.7621 -3.4397 2.2 -0.8 2.1 -0.10
C -5.3186 3.2859 -1.9037 -1.4 2.7 -1.5 -0.14
C -6.6578 2.8009 -1.3843 2.0 -0.8 1.8 -0.16
C -7.1939 1.5835 -2.1351 0.7 1.7 0.1 -0.50
N -7.1583 1.9287 -3.5529 -1.0 0.8 -0.3 -0.11
O -7.7878 0.9072 -4.3107 0.7 -0.3 -0.2 -0.02
C -6.2849 0.3705 -1.8568 -1.5 -0.4 0.7 -0.01
C -8.6623 1.5281 -1.6805 -0.8 -0.8 -0.4 -0.03
C -4.9243 1.6786 -4.8014 0.4 0.4 1.3 -0.03
H -7.5228 3.8462 -5.4519 0.4 0.5 0.0 0.08
H -6.8939 2.4686 -6.3401 -0.4 -0.5 0.4 0.07
H -5.7501 3.6086 -6.0898 -0.3 1.2 0.1 0.08
H -4.5625 4.1204 -3.6381 0.2 -0.5 -1.1 0.09
H -6.1287 4.6709 -3.6701 -0.7 -0.1 1.0 0.11
H -5.0211 4.2155 -1.4185 -0.4 0.2 0.4 0.10
H -4.4101 2.7269 -1.6793 -0.3 -0.8 -0.7 0.10
H -7.3036 3.6333 -1.1045 -0.5 0.0 -1.0 0.12
H -6.4575 2.3653 -0.4055 0.0 0.1 0.4 0.09
H -6.8116 -0.4808 -2.2881 0.6 -0.2 -0.6 0.08
H -5.2494 0.5069 -2.1686 -0.3 -0.1 -0.3 0.08
H -6.2791 0.1058 -0.7994 0.0 0.3 0.2 0.07
H -9.2330 2.1501 -2.3701 0.0 -0.2 -0.3 0.08
H -9.0920 0.5265 -1.6638 0.0 -0.2 -0.3 0.08
H -8.9630 1.9528 -0.7227 0.9 0.0 0.4 0.08
H -4.1819 2.1842 -5.4190 -0.3 0.4 -0.2 0.08
H -5.2399 0.8082 -5.3766 -0.3 0.0 0.3 0.08
H -4.3236 1.3967 -3.9366 0.0 -0.6 0.0 0.06
H -8.6557 1.2559 -4.5271 -0.1 0.2 0.0 0.09
C 7.0728 2.7200 5.9555 1.2 1.7 2.6 -0.08
C 6.6519 2.0651 4.7274 -0.6 -0.5 0.4 -0.51
C 7.6572 0.9113 4.4221 -1.5 -0.5 -0.9 -0.13
C 7.5089 -0.4530 5.1213 -0.6 0.3 -0.2 -0.16
C 6.0225 -0.9057 5.0167 0.1 1.1 0.5 -0.12
C 5.0466 0.1575 5.5788 -1.2 0.7 0.7 -0.43
N 5.2469 1.5093 4.8811 1.3 -2.2 -1.4 -0.09
O 4.3064 2.4527 5.3118 0.2 0.3 1.1 -0.02
C 3.5431 -0.3029 5.3922 0.9 -0.5 -0.1 -0.03
C 5.1903 0.2160 7.1327 0.1 0.5 0.8 -0.06
C 6.7692 3.1031 3.5658 -0.6 -0.6 0.6 -0.01
H 6.5913 3.6734 6.1727 -0.7 -0.2 0.1 0.08
H 8.1042 3.0722 5.9416 0.5 -0.3 -0.5 0.09
H 7.0346 2.0886 6.8432 -0.3 0.0 -0.1 0.08
H 7.3460 0.7044 3.3981 0.6 -0.3 -0.5 0.11
H 8.6753 1.3003 4.4115 -0.1 0.0 0.1 0.12
H 7.8890 -0.4948 6.1420 -0.3 0.4 0.3 0.10
H 8.1623 -1.1609 4.6113 -0.1 -0.1 -0.3 0.10
H 5.8424 -1.7885 5.6301 0.1 -0.2 -0.2 0.12
H 5.7151 -1.1001 3.9892 0.3 -0.2 -0.1 0.10
H 2.8476 0.3859 5.8718 0.1 0.1 -0.3 0.08
H 3.2262 -0.5964 4.3915 0.2 0.9 -0.4 0.06
H 3.4321 -1.2722 5.8782 0.2 0.0 0.6 0.07
H 4.7898 -0.6021 7.7315 -0.1 -0.8 -0.8 0.08
H 6.2009 0.3064 7.5311 0.2 0.3 -0.4 0.06
H 4.5902 1.0072 7.5822 0.2 0.6 -0.4 0.08
H 7.7796 2.9649 3.1810 -0.3 0.1 -0.7 0.08
H 6.6729 4.1497 3.8550 0.1 -0.1 0.5 0.08
H 5.9367 2.9413 2.8811 0.5 -0.3 -0.6 0.07
H 4.1633 3.0472 4.5717 -0.1 -0.2 -0.4 0.10
```
Forces are in eV/Å.

---

(4)
# C4H7N2P

The molecule C4H7N2P (wB97M-V/def2-TZVPD, the OMol25 dataset).

Results
F_max = 4.6 eV/Å
Relative energy (zero: lowest compared OMol25 entry of this formula, charge and spin) = 79.5 kJ/mol
Multiplicity = 1

The geometry in XYZ format:
```
14
Properties=species:S:1:pos:R:3:forces:R:3:lowdin_charge:R:1
C -0.6176 0.0772 2.0260 3.9 -0.7 -2.2 -0.06
C 0.2153 -0.8493 1.0090 -1.4 -1.5 -1.6 -0.28
C 0.2869 -0.1847 -0.3302 1.0 0.9 -2.0 -0.54
C -0.6701 -0.1521 -1.4297 2.7 1.4 2.3 -0.21
N -0.3640 0.6384 -2.4254 1.2 -0.5 -0.3 -0.04
N 0.9435 1.1010 -2.2499 -2.7 -0.5 -1.0 -0.35
P 1.7055 0.6871 -0.8367 -0.6 -0.5 0.6 0.94
H -0.1213 1.0331 1.8434 -0.5 0.2 0.6 0.07
H -0.3720 -0.3265 2.9390 0.5 -0.4 2.6 0.03
H -1.6507 0.1181 1.9754 -1.9 -0.1 -0.9 0.05
H -0.3428 -1.8253 0.7221 0.9 1.2 1.2 0.12
H 1.3163 -1.1295 1.2090 -2.0 0.5 0.8 0.11
H -1.5578 -0.6804 -1.3182 -1.7 -0.5 -0.4 0.08
H 1.2288 1.4930 -3.1337 0.6 0.3 0.4 0.08
```
Forces are in eV/Å.

---

Number 1: LUMO level 0.028 hartree, HOMO -7.900 eV. Number 2: LUMO level -0.079 hartree, HOMO -9.656 eV. Number 3: LUMO level 0.076 hartree, HOMO -5.372 eV. Number 4: LUMO level 0.028 hartree, HOMO -8.727 eV.